(1)
78
Properties=species:S:1:pos:R:3 method="wB97M-V/def2-TZVPD" relative_energy_ev=1.621 gap_ev=10.046 spin_multiplicity=1 charge=0
C 0.15170 -1.59060 4.32525
O 0.24543 -0.94240 3.08075
H 1.13379 -1.93938 4.67332
H -0.30915 -0.94383 5.06780
H -0.36675 -2.54787 4.25109
H 0.63333 -0.06422 3.22261
C -2.32865 1.12774 3.07859
O -3.61720 1.55956 2.58342
H -1.79791 0.79051 2.18801
H -1.85649 1.91778 3.66744
H -2.51325 0.32583 3.79085
H -3.48472 2.32130 2.01347
C -3.62906 1.28021 -0.43804
O -3.14077 1.83093 -1.67355
H -3.78687 2.13586 0.21695
H -4.57392 0.74474 -0.55512
H -2.92520 0.54643 -0.03950
H -3.61513 1.37783 -2.37718
C 3.86064 4.27584 -0.78670
O 2.78681 3.36066 -0.70285
H 3.86585 5.07604 -0.04291
H 4.80733 3.73717 -0.67985
H 3.85942 4.81613 -1.74187
H 3.10435 2.50883 -1.07312
C 0.40174 -3.40035 -2.37241
O -0.63026 -3.17341 -1.42158
H 1.33368 -3.56780 -1.82322
H 0.21588 -4.29138 -2.96870
H 0.44039 -2.56495 -3.07766
H -0.46627 -2.38045 -0.87981
C -3.66576 -1.82861 0.15575
O -3.33691 -2.09812 -1.20624
H -3.42700 -2.71496 0.75734
H -3.08395 -0.99526 0.55962
H -4.73770 -1.67057 0.22587
H -2.40079 -2.34637 -1.24721
C 4.78899 0.67562 -2.41203
O 3.54428 0.94842 -1.77140
H 5.12652 1.56163 -2.95373
H 5.54996 0.41692 -1.67528
H 4.66560 -0.09097 -3.18114
H 3.42999 0.28092 -1.06559
C 0.22728 -4.54182 1.38027
O 0.20007 -5.59820 2.33691
H -0.07029 -4.94013 0.41559
H -0.46858 -3.73368 1.63472
H 1.21526 -4.08127 1.35933
H 0.93607 -5.49275 2.94079
C -0.60402 4.01639 -1.01211
O 0.36400 4.81761 -0.40398
H -0.56638 2.99438 -0.61925
H -1.60166 4.40195 -0.77274
H -0.69231 3.95941 -2.10557
H 1.22252 4.36978 -0.48107
C 3.28462 -1.73826 0.91016
O 2.88332 -1.32670 -0.38928
H 3.00171 -2.78502 1.01985
H 4.37097 -1.68341 0.94598
H 2.87861 -1.14150 1.72895
H 1.94715 -1.52209 -0.55839
C 1.22064 2.37897 1.75039
O 1.12715 1.90869 3.10875
H 0.23163 2.59836 1.34027
H 1.95137 3.17658 1.68152
H 1.54878 1.54850 1.11389
H 1.48557 2.60839 3.65715
C -0.15907 0.24673 -0.60117
O 0.11575 -0.94899 0.11102
H 0.72548 0.75521 -0.99666
H -0.75919 -0.01759 -1.47464
H -0.72764 0.93722 0.02240
H 0.15777 -0.91927 1.07301
C -3.01659 -0.60408 -4.31828
O -3.91391 -1.68572 -4.13323
H -2.13650 -0.89639 -4.88167
H -3.54794 0.21674 -4.81566
H -2.69428 -0.21389 -3.34585
H -4.38934 -1.52954 -3.31280

(2)
78
Properties=species:S:1:pos:R:3 method="wB97M-V/def2-TZVPD" relative_energy_ev=1.346 gap_ev=10.102 spin_multiplicity=1 charge=0
C -10.66245 34.35480 -23.21055
O -10.07593 33.89906 -21.98238
H -11.52367 34.99475 -22.99970
H -9.92284 34.96476 -23.72887
H -10.94268 33.53052 -23.86921
H -10.80837 33.53373 -21.45332
C -5.95020 30.05293 -19.05265
O -5.43420 30.76483 -17.92548
H -6.76019 30.66849 -19.44148
H -5.16537 29.92760 -19.79913
H -6.32186 29.05914 -18.80305
H -5.37042 30.16373 -17.17866
C -9.33795 29.11440 -18.00663
O -10.71389 28.95830 -17.67819
H -8.98687 30.10930 -17.72710
H -8.71435 28.38542 -17.48504
H -9.20687 29.00140 -19.08821
H -10.84157 28.04863 -17.40267
C -4.98752 34.37170 -19.87488
O -3.60377 34.13463 -20.04958
H -5.41228 34.75777 -20.79777
H -5.53885 33.44661 -19.68247
H -5.14674 35.07694 -19.05892
H -3.32517 33.49973 -19.38456
C -9.92693 35.04398 -14.75089
O -9.25912 35.40296 -13.54199
H -10.91663 35.48523 -14.73100
H -9.41499 35.41741 -15.64646
H -9.96719 33.95851 -14.84852
H -8.46549 34.86687 -13.47132
C -8.70507 33.19809 -19.04824
O -9.08857 33.34260 -17.68484
H -7.63212 33.00075 -19.11668
H -9.20074 32.31741 -19.46379
H -8.98874 34.07465 -19.63324
H -8.38507 33.74584 -17.15198
C -8.05045 31.41639 -14.88153
O -8.75979 30.28045 -14.37560
H -8.67508 31.95919 -15.59495
H -7.75051 32.06917 -14.05574
H -7.16117 31.08299 -15.41435
H -9.66028 30.57732 -14.21354
C -12.41008 32.70479 -19.70597
O -12.64874 32.79779 -21.12153
H -13.32950 32.51661 -19.15605
H -11.78814 31.81330 -19.60194
H -11.84961 33.55926 -19.32934
H -13.16616 33.57076 -21.36913
C -10.02226 37.25900 -20.45362
O -9.21015 37.51799 -21.58147
H -10.35033 36.21432 -20.44570
H -9.46212 37.40765 -19.52278
H -10.87461 37.93041 -20.46152
H -8.44043 36.91621 -21.53307
C -5.72258 34.07966 -16.22101
O -7.00277 34.68221 -16.29917
H -5.59861 33.28729 -16.95050
H -4.94276 34.82251 -16.43805
H -5.48581 33.71039 -15.21751
H -7.06926 35.42970 -15.70108
C -6.89573 35.09509 -23.10796
O -7.59105 35.15500 -21.88215
H -5.85175 35.37237 -22.96132
H -6.81895 34.06999 -23.49826
H -7.37607 35.72098 -23.86288
H -8.46214 34.71112 -21.99154
C -10.11307 30.39762 -22.22113
O -11.31337 30.84393 -22.79238
H -9.52898 31.24393 -21.84429
H -10.25655 29.66494 -21.41748
H -9.50031 29.89471 -22.97038
H -11.68168 31.55193 -22.24169
C -12.10555 31.80540 -16.32076
O -11.72746 33.13881 -16.66476
H -13.06128 31.87842 -15.80937
H -12.17405 31.18013 -17.21252
H -11.36869 31.34468 -15.65496
H -10.85897 33.08877 -17.10411

(3)
78
Properties=species:S:1:pos:R:3 method="wB97M-V/def2-TZVPD" relative_energy_ev=21.009 gap_ev=8.042 spin_multiplicity=1 charge=0
C -0.33718 -2.94343 1.06472
O 1.03141 -3.35616 1.30962
H -0.91200 -3.65651 0.47380
H -0.89762 -2.70012 1.96739
H -0.25471 -2.09669 0.38330
H 1.39631 -2.59321 1.76387
C -3.69661 0.46433 -0.73460
O -4.64330 -0.43039 -1.23166
H -3.33074 0.00442 0.18340
H -2.89230 0.55064 -1.46517
H -4.19268 1.42801 -0.61908
H -5.45953 -0.36345 -0.73077
C -1.74919 2.44297 2.15661
O -2.06548 1.54366 1.12924
H -1.99873 1.94301 3.09249
H -0.68611 2.68150 2.18904
H -2.34900 3.34473 2.03354
H -3.02493 1.57583 1.12400
C -3.24428 -2.76107 0.44398
O -2.83456 -1.68482 1.31587
H -3.73507 -3.53787 1.03035
H -3.91006 -2.37869 -0.32973
H -2.36360 -3.25202 0.02990
H -2.09362 -1.11923 1.08628
C 0.35631 3.69259 0.18405
O 1.15419 3.58246 1.40022
H -0.02504 4.69225 -0.02419
H 1.15633 3.42684 -0.50692
H -0.39596 2.92342 0.00919
H 0.70346 4.02728 2.12173
C 0.57241 2.45198 -2.48679
O 0.79607 1.22978 -3.19210
H -0.12339 2.29934 -1.66177
H 1.55337 2.74770 -2.11480
H 0.15065 3.22166 -3.13317
H 1.22098 0.54903 -2.66517
C 2.07764 -2.32284 -1.44379
O 0.89504 -1.63077 -1.14713
H 2.44716 -2.40606 -2.46586
H 3.01641 -1.91993 -1.06370
H 2.06782 -3.32418 -1.01331
H 0.12057 -2.18622 -1.26227
C 2.74722 1.76114 0.06386
O 2.42945 1.88483 1.42175
H 2.02321 1.04857 -0.33128
H 2.55421 2.72626 -0.40455
H 3.64332 1.25634 -0.29709
H 1.76392 2.57034 1.51544
C -0.40071 0.13577 -0.14499
O -1.48402 -0.57171 0.56255
H 0.48570 0.27276 0.47437
H -0.24843 -0.15898 -1.18328
H -0.60593 1.19440 -0.30400
H -1.80879 0.02846 1.23776
C -0.77808 -2.22394 -2.87575
O 0.29281 -3.02947 -3.00468
H -0.53729 -1.23706 -2.48053
H -1.38675 -2.18114 -3.77896
H -1.52890 -2.63410 -2.20037
H 0.18305 -3.68076 -3.70136
C 2.66453 -0.14715 -2.89514
O 1.72889 0.18848 -1.93538
H 3.32112 -0.91536 -2.48668
H 2.27144 -0.68726 -3.75646
H 3.28109 0.69556 -3.20783
H 1.33376 -0.59512 -1.54621
C 2.37815 -1.00874 2.30911
O 0.99255 -1.44313 2.42827
H 2.66559 -0.10336 2.84368
H 2.92112 -1.91100 2.59057
H 2.69254 -0.76451 1.29442
H 0.47323 -0.70914 2.09186
C 0.63088 0.92119 3.69765
O -0.13223 0.60701 2.52079
H 0.23603 1.81177 4.18658
H 0.52150 0.13241 4.44195
H 1.66930 1.19696 3.51402
H -0.49410 1.41003 2.13893

(4)
30
Properties=species:S:1:pos:R:3 method="wB97M-V/def2-TZVPD" relative_energy_ev=3.793 gap_ev=5.865 spin_multiplicity=1 charge=0
Ba -1.15998 -2.52744 -0.26965
O -2.58667 -1.82897 4.19601
C -2.06941 -1.76651 2.97484
O -2.21982 -2.69368 2.18463
C -1.32223 -0.53326 2.65117
C -1.19597 0.45635 3.58104
C -0.45914 1.61052 3.18408
C 0.06854 1.68134 1.94736
C -0.09517 0.59198 0.98562
N -0.82138 -0.52837 1.39864
C 0.45153 0.70360 -0.24811
O 1.17844 1.75597 -0.74893
O 0.33750 -0.29170 -1.21559
H -3.04606 -2.67749 4.28131
H -1.63233 0.36448 4.56190
H -0.32365 2.43027 3.87699
H 0.62358 2.56822 1.67096
H 1.25962 2.44892 -0.08929
Cl 1.14256 2.55424 -4.27449
C 1.11370 0.96277 -3.58740
C 2.24385 0.39610 -3.13773
Cl 3.75173 1.24594 -3.23636
C 2.30871 -0.89749 -2.48521
Cl 3.58053 -1.99032 -2.96073
C 1.50298 -1.35601 -1.51651
O 1.30809 -2.38684 -0.86640
C -0.73767 -0.23246 -2.40804
O -1.75639 -0.85018 -2.08572
C -0.20202 0.36144 -3.48421
Cl -1.24348 0.42857 -4.88021

no.,HOMO energy (eV),LUMO level (eV)
1,-9.82,0.2
2,-9.79,0.3
3,-8.12,-0.1
4,-6.56,-0.7